No. 1
Formula: C19H21N3OS2
Source: the Open Molecules 2025 dataset
Level of theory: ωB97M-V with the def2-TZVPD basis set

The HOMO energy comes out at -7.891 eV. Its SMILES is COc1ccc(CSCCc2n[nH]c(=S)n2-c2ccccc2)cc1C. For the energy relative to the best compared isomer or geometry (same formula, charge and spin), the calculation gives 18.2 kcal/mol. The calculation puts the orbital gap at 8.53 eV.

XYZ file:
```
46
Properties=species:S:1:pos:R:3:forces:R:3
C -4.040640 -1.735283 -2.759517 -0.15 0.02 -0.20
H -4.181958 -2.723366 -3.195010 -0.02 0.09 -0.01
O -3.175492 -1.922288 -1.667175 0.22 0.02 0.30
C -2.830588 -0.838766 -0.914513 0.16 0.10 0.21
C -3.255154 0.461028 -1.157513 -0.14 -0.19 -0.21
C -2.843997 1.492849 -0.332693 0.12 -0.07 0.22
C -2.004610 1.251390 0.743011 -0.13 -0.14 -0.04
C -1.584987 -0.053844 0.981912 -0.26 0.13 -0.09
C -1.984646 -1.102299 0.174841 -0.11 -0.16 -0.21
C -1.537878 -2.507163 0.429321 -0.07 0.01 -0.04
H -2.400839 -3.168538 0.477659 -0.01 -0.13 0.02
H -0.908538 -2.853753 -0.389454 0.06 -0.12 -0.02
H -0.976442 -2.573815 1.356874 0.02 -0.01 0.02
H -0.933018 -0.262008 1.819594 0.07 -0.03 0.07
C -1.556664 2.378837 1.617723 0.25 0.49 -0.31
H -2.407529 2.842707 2.119004 0.07 -0.03 0.11
H -0.836607 2.052262 2.367915 -0.08 -0.04 0.10
S -0.799999 3.761911 0.679607 0.11 0.03 0.26
C 0.872729 3.119706 0.376719 -0.57 0.00 0.06
H 1.302051 2.843434 1.340260 0.13 0.04 -0.04
C 0.887499 1.952907 -0.611261 0.04 0.15 0.04
C 2.276026 1.569036 -0.968204 -0.01 0.17 -0.32
N 3.028084 2.224082 -1.792335 -0.61 0.60 -0.10
N 4.188043 1.532958 -1.864373 -0.40 -0.71 0.66
C 4.168929 0.418099 -1.089937 0.24 0.27 -0.20
S 5.366197 -0.681692 -0.898532 0.64 -0.50 0.07
N 2.920316 0.448422 -0.495198 0.61 0.40 -0.62
C 2.454619 -0.515559 0.423735 -0.20 -0.39 0.42
C 2.448243 -1.856346 0.062118 -0.08 0.11 -0.05
C 2.037797 -2.806908 0.978358 0.00 0.00 -0.01
C 1.630639 -2.425557 2.245945 0.04 0.01 0.09
C 1.637744 -1.087321 2.602220 -0.04 -0.06 0.09
C 2.054924 -0.129410 1.696099 0.14 0.04 -0.20
H 2.097695 0.911146 1.980292 0.02 0.09 0.01
H 1.332766 -0.787980 3.594393 -0.02 0.02 0.07
H 1.316817 -3.171680 2.960595 -0.03 -0.07 0.06
H 2.039121 -3.849878 0.701377 0.00 -0.09 -0.04
H 2.777236 -2.145408 -0.923455 0.04 0.00 -0.07
H 4.945836 1.837280 -2.451844 -0.04 -0.11 0.09
H 0.372418 2.268921 -1.520442 -0.01 -0.11 0.05
H 0.366490 1.090381 -0.192409 0.02 0.09 -0.15
H 1.429530 3.962418 -0.031946 0.06 -0.02 0.05
H -3.170306 2.502359 -0.533808 -0.03 0.09 -0.07
H -3.907371 0.684842 -1.986513 -0.07 -0.02 -0.10
H -5.010599 -1.338643 -2.442407 0.05 0.00 -0.01
H -3.603889 -1.069484 -3.511024 -0.02 -0.01 0.04
```
Positions in Å, forces in eV/Å.

***

No. 2
Formula: CH5O2
Source: the Open Molecules 2025 dataset
Level of theory: ωB97M-V with the def2-TZVPD basis set

The HOMO energy comes out at -2.627 eV. For the energy relative to the best compared isomer or geometry (same formula, charge and spin), the calculation gives 2.1 kcal/mol. The calculation puts the orbital gap at 7.52 eV. As for the total charge: -1.

XYZ file:
```
8
Properties=species:S:1:pos:R:3:forces:R:3
C 0.683950 0.884768 -0.424938 -0.01 0.25 -0.08
O 0.718746 -0.240505 0.324873 -0.32 0.12 0.12
H 1.281883 1.738719 -0.008237 0.04 -0.05 -0.05
H 1.070534 0.749039 -1.466950 0.08 0.03 0.00
H -0.329243 1.349329 -0.590188 0.01 -0.20 0.12
H -1.336227 -2.012008 0.168974 0.09 0.26 0.50
H -0.699798 -0.868447 0.949790 0.50 -0.37 -0.35
O -1.389846 -1.600893 1.046674 -0.40 -0.03 -0.25
```
Positions in Å, forces in eV/Å.

***

No. 3
Formula: C3H6FNO4
Source: the Open Molecules 2025 dataset
Level of theory: ωB97M-V with the def2-TZVPD basis set

The HOMO energy comes out at -11.224 eV. Its SMILES is C=C(C(O)O)[N+](=O)[O-].F. For the energy relative to the best compared isomer or geometry (same formula, charge and spin), the calculation gives 16.4 kcal/mol. The calculation puts the orbital gap at 9.76 eV.

XYZ file:
```
15
Properties=species:S:1:pos:R:3:forces:R:3
C -1.822841 -0.680617 -0.876093 -1.37 1.22 -0.41
C 0.306146 -1.111408 0.173560 0.11 1.71 1.63
C -0.743484 -0.191130 -0.306993 -1.15 -1.56 -1.05
N -0.723353 1.231938 -0.213803 3.24 0.92 3.11
O 0.064870 1.747154 0.654466 -1.92 -1.20 -1.05
O -1.428910 1.887066 -0.870823 -1.52 1.41 -1.52
O 0.531303 -0.876752 1.566179 0.52 0.21 -0.68
O 1.454444 -0.977048 -0.556798 1.96 0.28 1.01
F 2.444385 1.906228 0.290295 2.76 -0.17 -0.41
H 1.572406 2.025787 0.488434 -1.80 0.29 0.23
H -2.590774 0.036951 -1.205991 0.32 -0.68 0.07
H -2.014612 -1.721195 -0.988757 0.11 -0.58 -0.04
H 0.043854 -2.115672 0.034923 -1.41 -1.46 0.39
H 0.854851 0.054714 1.615680 -0.42 -0.70 0.11
H 2.051719 -1.216018 0.195716 0.55 0.31 -1.41
```
Positions in Å, forces in eV/Å.

***

No. 4
Formula: C6H11N2O2
Source: the Open Molecules 2025 dataset
Level of theory: ωB97M-V with the def2-TZVPD basis set

The HOMO energy (alpha / beta) comes out at -11.976 / -11.973 eV. Its SMILES is [O-]OC=C=[N+]1CC[NH2+]CC1. For the energy relative to the best compared isomer or geometry (same formula, charge and spin), the calculation gives 214.1 kcal/mol. The calculation puts the orbital gap (alpha / beta) at 7.25 / 7.24 eV. As for the total charge: +1.

XYZ file:
```
21
Properties=species:S:1:pos:R:3:forces:R:3
C 3.039555 0.817317 0.237008 6.80 -0.43 0.41
C 1.944172 1.476213 -0.096684 -5.03 -0.60 -0.73
C -0.401420 1.303895 -0.730172 1.61 0.51 0.16
C 0.361267 0.215469 1.229745 0.81 -0.36 3.77
C -0.893038 -0.023899 -1.261800 0.91 0.56 -1.47
C 0.105745 -1.095924 0.693740 0.63 -3.00 -2.51
N 0.728660 1.091344 0.218475 1.52 2.12 -3.52
N -1.084483 -0.999905 -0.170659 -2.12 0.39 1.00
O 3.460204 -0.346445 -0.180048 -0.60 0.25 0.76
O 2.604913 -1.386390 -0.606779 -0.02 1.29 -0.04
H 3.997642 1.450039 0.511272 -2.01 -1.27 -0.15
H -0.104815 2.037518 -1.476694 0.14 -0.48 -0.32
H -1.070777 1.809966 -0.121954 -2.17 0.76 0.90
H -0.620087 0.523306 1.673567 1.04 0.52 0.42
H 1.240655 0.160701 1.947269 -1.54 0.06 -0.36
H -1.813438 0.071055 -1.797855 -0.80 0.36 -0.07
H -0.197090 -0.414307 -2.063922 -0.30 0.01 1.40
H 0.889007 -1.446741 0.004204 0.60 0.28 0.53
H -0.103598 -1.894256 1.355358 -0.04 -0.47 1.25
H -1.812625 -0.683698 0.587807 0.58 -0.79 -2.54
H -1.342184 -1.877557 -0.664302 0.01 0.31 1.09
```
Positions in Å, forces in eV/Å.

***

No. 5
Formula: C4H9N2P
Source: the Open Molecules 2025 dataset
Level of theory: ωB97M-V with the def2-TZVPD basis set

The HOMO energy comes out at -7.510 eV. For the energy relative to the best compared isomer or geometry (same formula, charge and spin), the calculation gives 101.1 kcal/mol. The calculation puts the orbital gap at 8.12 eV.

XYZ file:
```
16
Properties=species:S:1:pos:R:3:forces:R:3
C -1.422625 -0.870636 -0.075776 5.53 -1.58 -1.28
C -0.007730 1.741772 0.842084 -0.36 -0.41 -2.34
C 1.229122 -0.755886 1.079771 -4.96 0.15 2.76
C 0.709745 0.057624 -1.767748 -2.26 -0.02 2.89
N -2.537439 -0.367596 0.021785 -5.44 2.66 1.05
N -3.496107 0.233408 0.247934 1.87 -1.32 -0.62
P 0.103041 0.264783 0.071579 0.13 -0.84 0.15
H -1.115513 -1.764630 -0.676691 -1.31 0.65 0.75
H -0.355413 2.648618 0.380784 -0.17 0.01 -0.12
H 0.312873 1.768680 1.829541 0.50 -0.01 1.56
H 0.814796 -0.827474 2.184976 1.33 0.84 -2.06
H 1.246314 -1.750640 0.835516 -0.63 -2.74 -1.15
H 2.170015 -0.504822 0.882836 4.02 1.87 0.12
H 0.249556 -0.940404 -2.021190 0.53 1.56 -0.58
H 0.338243 1.027097 -2.125726 -0.05 -0.80 -0.93
H 1.761125 0.040109 -1.709682 1.27 -0.03 -0.22
```
Positions in Å, forces in eV/Å.